Record 1
{"formula": "C25H60F2N8O23S2", "method": "ωB97M-V/def2-TZVPD", "species": ["N", "S", "O", "O", "F", "S", "O", "O", "F", "C", "C", "O", "N", "H", "H", "C", "H", "H", "H", "H", "H", "H", "C", "C", "O", "N", "H", "H", "C", "H", "H", "H", "H", "H", "H", "C", "C", "O", "N", "H", "H", "C", "H", "H", "H", "H", "H", "H", "C", "C", "O", "N", "H", "H", "C", "H", "H", "H", "H", "H", "H", "C", "C", "O", "N", "H", "H", "C", "H", "H", "H", "H", "H", "H", "C", "C", "O", "N", "H", "H", "C", "H", "H", "H", "H", "H", "H", "C", "C", "O", "N", "H", "H", "C", "H", "H", "H", "H", "H", "H", "O", "C", "O", "O", "H", "O", "C", "O", "O", "H", "O", "C", "O", "O", "H", "O", "C", "O", "O", "H"], "positions_angstrom": [[-1.069811, 0.275389, 0.244271], [-1.053624, -1.270978, 0.558000], [-1.609986, -1.659458, 1.793962], [0.028190, -2.040503, 0.003289], [-2.169963, -1.573180, -0.515283], [0.182226, 0.562961, 1.388068], [1.451425, -0.085394, 1.349924], [-0.309888, 0.871653, 2.663819], [0.456773, 1.988109, 0.725157], [3.048374, -1.655845, -1.221693], [4.071967, -1.322094, -2.261653], [3.829108, -0.899838, -3.319841], [5.508737, -1.732972, -1.878571], [6.084735, -1.309609, -2.610084], [5.619806, -1.338205, -0.944026], [5.649266, -3.244871, -1.802083], [2.636516, -2.633990, -1.483064], [2.176992, -1.000806, -1.182517], [3.326577, -1.641001, -0.164165], [6.537727, -3.415893, -2.413172], [4.882955, -3.809338, -2.319562], [5.920828, -3.540392, -0.796752], [-1.019601, 9.095996, 1.516030], [-1.633668, 7.769576, 1.814477], [-2.784826, 7.546332, 1.838882], [-0.616524, 6.647161, 1.856699], [-0.016673, 6.673244, 1.007086], [0.090976, 6.806784, 2.580461], [-1.234299, 5.314124, 2.085520], [-1.693083, 9.940788, 1.406862], [-0.394664, 9.093873, 0.620357], [-0.378218, 9.377610, 2.360641], [-2.307194, 5.215980, 2.009340], [-0.834748, 4.853330, 2.985498], [-0.863793, 4.653185, 1.297373], [-3.494992, 1.325981, 2.389704], [-4.293624, 1.765679, 1.207665], [-5.192420, 2.510149, 1.193257], [-3.708805, 1.304006, -0.153692], [-3.669785, 2.173505, -0.693164], [-2.725305, 0.949508, -0.157422], [-4.631139, 0.345019, -0.866863], [-2.663135, 2.014045, 2.582857], [-3.174154, 0.288905, 2.279921], [-4.022099, 1.371968, 3.344669], [-4.834005, -0.513236, -0.230986], [-4.231363, 0.017062, -1.827583], [-5.577820, 0.797803, -1.156757], [0.207246, -0.451116, -3.439698], [0.448986, 0.814567, -2.724330], [1.496958, 1.311640, -2.499350], [-0.800692, 1.500204, -2.205360], [-1.483084, 1.037732, -2.816687], [-0.940280, 1.084013, -1.235550], [-0.746866, 3.002801, -2.301965], [-0.488293, -0.344984, -4.272299], [-0.089681, -1.315726, -2.825427], [1.148217, -0.912686, -3.748417], [-1.657451, 3.382203, -1.856568], [-0.655281, 3.230522, -3.361063], [0.179601, 3.305134, -1.818840], [-1.215213, -2.119574, 4.816293], [-0.069031, -2.665288, 4.027387], [0.962854, -2.055970, 3.953592], [-0.327132, -4.019103, 3.449405], [-0.225126, -4.657714, 4.246629], [-1.373322, -4.102090, 3.207533], [0.570342, -4.359074, 2.312518], [-0.880817, -1.217136, 5.321948], [-1.664261, -2.790342, 5.545611], [-1.964264, -1.753693, 4.109005], [0.383070, -5.401529, 2.061026], [1.595762, -4.108241, 2.540410], [0.085743, -3.829720, 1.490908], [0.520412, -8.890901, -2.569502], [-0.193372, -7.859012, -1.755092], [-1.179874, -8.004042, -1.151590], [0.413133, -6.432766, -1.801453], [1.097538, -6.279027, -1.061935], [0.860034, -6.308425, -2.708898], [-0.629350, -5.325755, -1.743750], [-0.216436, -9.636156, -2.858559], [1.376832, -9.370879, -2.100554], [0.847241, -8.408949, -3.497177], [-1.329570, -5.459650, -0.914803], [-1.148165, -5.320566, -2.699268], [-0.053804, -4.405902, -1.657244], [3.902311, 3.898739, -3.369335], [4.384742, 2.851448, -2.434482], [4.865063, 1.821356, -2.754413], [4.130746, 3.100666, -0.976072], [4.939980, 3.560364, -0.548874], [3.313465, 3.749527, -0.860513], [3.804537, 1.894267, -0.163825], [2.815946, 4.015308, -3.244576], [3.822923, 3.445156, -4.358006], [4.404327, 4.858457, -3.300893], [3.136075, 2.134757, 0.657499], [4.699059, 1.337148, 0.102115], [3.250370, 1.123449, -0.702711], [-2.828849, -2.766138, -3.111472], [-4.039294, -3.348715, -2.703993], [-3.985499, -4.167119, -1.773971], [-5.052810, -2.938704, -3.308911], [-3.187528, -2.297561, -3.885910], [-1.712465, 0.956108, 5.290765], [-1.996193, 2.317331, 5.452212], [-1.407040, 3.097032, 4.620205], [-2.800434, 2.634249, 6.317141], [-1.039426, 1.063865, 4.607864], [-4.200948, -3.744068, 1.539282], [-3.032970, -4.184013, 2.132879], [-2.172909, -4.753471, 1.398186], [-2.868707, -4.057534, 3.370744], [-3.786023, -3.758521, 0.643762], [1.341270, 6.807718, -0.304765], [2.158139, 5.703164, -0.130649], [3.332414, 5.817405, -0.530803], [1.627829, 4.628086, 0.263145], [2.025326, 7.475324, -0.493371]], "forces_ev_per_a": [[3.4244, -0.2610, 2.1440], [-3.0825, -4.8338, -3.6894], [0.3996, 0.3978, 0.7537], [0.4912, 0.7769, 0.2966], [-0.4912, 0.0438, 0.0863], [0.7546, 4.7468, 0.9188], [-0.2623, -0.5761, -1.4167], [-0.8239, -0.3402, 0.3255], [0.3263, 0.0461, -0.2715], [-0.4681, -0.0854, 0.8638], [-1.3460, -0.4773, 1.5050], [0.6599, 0.4052, -1.3449], [-1.7286, -0.0836, -0.2023], [0.3941, 0.0358, 0.3996], [0.7089, 0.1946, -0.1952], [1.9571, 0.2811, -0.9901], [0.1082, -0.0999, 0.1921], [0.1824, 0.2314, -0.6801], [0.5773, -0.3656, -0.1646], [0.0595, -0.2988, 0.1883], [-0.5649, 0.3452, 0.4310], [-0.5501, -0.1125, 0.1288], [0.9790, 0.7158, 0.6749], [0.1002, 1.5730, -1.4337], [-0.4159, -0.7979, 0.4454], [-0.1780, -0.2511, 0.4358], [-0.3513, -0.0060, -0.2099], [-0.3446, 0.1769, 0.2588], [1.0509, -2.1310, -0.6888], [-0.6074, -0.4857, 0.0496], [0.0652, -0.3856, 0.0639], [0.1855, -0.0953, -0.1343], [-0.2104, 1.0083, 0.4671], [-0.4579, 0.1667, 0.4651], [0.2562, 0.2085, -0.0778], [-0.1933, -0.6974, 0.2068], [1.3186, -0.0736, 2.3014], [-0.9027, 0.4013, -1.0185], [-0.2553, 0.2838, -1.4639], [-0.3166, -0.0494, 0.0206], [-0.8550, -0.1116, 0.9903], [-0.5099, -0.3991, -0.5457], [0.3535, -0.0767, -0.2869], [0.3872, 0.1447, -0.0777], [-0.5336, 0.1820, -0.3190], [0.1995, -0.0409, 0.0062], [0.5174, -0.1616, 0.3028], [0.0561, 0.4471, 0.6002], [0.4616, -1.5372, -0.1169], [0.1965, -0.3485, 0.4676], [0.5104, 0.5618, 0.1733], [0.3156, -0.8871, -1.1670], [-0.6503, 0.6679, 0.3403], [0.2105, 0.1198, 0.1340], [0.3736, -0.9686, -0.2618], [-0.0127, -0.0835, 0.0163], [-1.0274, 0.7002, 0.4973], [0.1999, 0.9106, -0.6164], [0.1395, 0.3576, 0.0333], [-0.3221, 0.2287, 0.0039], [-0.2997, 0.2187, 0.4363], [-0.0288, 0.6854, -0.0852], [-0.5691, 1.4109, 1.7486], [-0.0093, -1.4148, -1.2048], [2.1276, 0.2200, 0.3156], [0.0062, -0.0234, -0.1987], [-1.1544, -0.0326, 0.2982], [-1.5258, -0.2188, -0.1329], [0.2074, -0.1474, 0.1469], [-0.1107, -0.2467, -0.3245], [-0.2107, -0.4870, 0.1957], [0.3266, -0.1271, 0.2954], [0.1346, 0.0883, -0.0744], [0.7525, 0.1737, -0.0837], [-0.0823, 0.5594, -0.8950], [0.2658, -0.8711, -0.0210], [-0.5596, 0.3165, 0.5554], [-0.5169, 0.5428, -0.4670], [0.0094, -0.3180, 0.0525], [0.3876, -0.2348, 0.1934], [-0.1053, 0.1456, -0.0348], [0.0308, -0.1270, 0.2352], [-0.0395, 0.1604, 0.2608], [0.2159, -0.1913, 0.0167], [0.1026, 0.0248, 0.0128], [-0.2317, -0.0575, 0.1345], [-0.2287, 0.1088, 0.2136], [-1.4195, -0.5315, -0.4689], [-0.3843, 0.3924, -0.4542], [0.4854, -0.8538, 0.2968], [-1.0448, -0.2643, 0.5501], [-0.2099, 0.4088, -0.0853], [0.5251, 0.4958, 0.2163], [-0.1614, -1.5153, -0.1788], [0.1833, 0.5176, 0.8876], [1.1644, 0.2185, -0.1753], [0.0010, 0.0166, -0.0389], [0.4923, 0.4594, 0.2816], [0.2353, 0.6080, 0.5322], [-0.2041, 0.6629, -0.6741], [0.7021, 0.6275, -0.8598], [-2.3995, -0.9143, 1.2189], [1.1149, 0.2503, -0.0533], [0.9366, 0.4314, -0.2587], [0.3578, -0.0100, 0.0652], [0.3579, 0.3917, -0.3706], [-0.8571, 1.7389, 0.2357], [0.1109, -0.7965, -0.3616], [0.1489, -0.4998, -0.0725], [0.1943, -0.5458, -0.0930], [2.5041, -0.0202, -0.2407], [-0.2905, -1.1684, 0.3235], [-0.1395, 0.7198, -0.4245], [-0.2728, 0.4476, -0.2092], [-1.5882, -0.1267, -0.4586], [0.4780, 0.2223, 0.6675], [0.3226, -2.3523, -0.8866], [0.0776, 0.3663, 0.0778], [-0.2523, 0.9410, -0.2283], [-0.5214, 0.2865, -0.1651]], "total_charge": 2, "e_tot_ha": -4152.5003}

Record 2
{"formula": "C25H61BaCuN4O11", "method": "ωB97M-V/def2-TZVPD", "species": ["Cu", "Ba", "O", "C", "O", "O", "H", "C", "O", "C", "C", "N", "C", "C", "O", "C", "H", "H", "H", "H", "H", "H", "H", "H", "H", "H", "H", "H", "H", "H", "H", "C", "O", "C", "C", "N", "C", "C", "O", "C", "H", "H", "H", "H", "H", "H", "H", "H", "H", "H", "H", "H", "H", "H", "H", "C", "O", "C", "C", "N", "C", "C", "O", "C", "H", "H", "H", "H", "H", "H", "H", "H", "H", "H", "H", "H", "H", "H", "H", "C", "O", "C", "C", "N", "C", "C", "O", "C", "H", "H", "H", "H", "H", "H", "H", "H", "H", "H", "H", "H", "H", "H", "H"], "positions_angstrom": [[5.415164, 20.204168, -27.318160], [1.185542, 18.110862, -26.706960], [5.604488, 18.410341, -25.254867], [4.339275, 18.316915, -25.488174], [3.652772, 17.415786, -24.953889], [3.708541, 19.105322, -26.213192], [5.707926, 17.621138, -24.718162], [-1.120569, 16.895920, -32.060018], [-0.913759, 18.099651, -31.332067], [0.308979, 18.110418, -30.665480], [0.641452, 19.454890, -30.079488], [1.770113, 19.416429, -29.109095], [2.152048, 20.735336, -28.759661], [1.113291, 21.639136, -28.077191], [0.704451, 21.007613, -26.920290], [-0.421979, 21.609104, -26.257930], [-1.103531, 15.956937, -31.506737], [-0.469507, 16.806567, -32.929645], [-2.108070, 16.913645, -32.521138], [1.083932, 17.767456, -31.350993], [0.265876, 17.432043, -29.813399], [-0.265410, 19.974104, -29.769436], [1.080180, 19.973528, -30.931922], [2.550817, 18.905988, -29.496462], [2.471569, 21.226668, -29.678675], [3.036204, 20.707506, -28.122803], [0.359997, 21.881187, -28.826900], [1.529467, 22.632468, -27.909312], [-1.288123, 21.730402, -26.908460], [-0.078682, 22.564027, -25.859977], [-0.715347, 21.029581, -25.382617], [6.898611, 15.890916, -22.684206], [6.585205, 16.097356, -24.061173], [6.840876, 14.910360, -24.834059], [6.387559, 15.015298, -26.262855], [7.194620, 16.109639, -26.885254], [6.843683, 16.346826, -28.284110], [6.804257, 15.169237, -29.206515], [6.373389, 15.779448, -30.430696], [6.570534, 14.977050, -31.556231], [6.723125, 14.893993, -22.279913], [6.299795, 16.510449, -22.016596], [7.905745, 16.178817, -22.382752], [6.233998, 14.102598, -24.425015], [7.907245, 14.712424, -24.725492], [5.322314, 15.245927, -26.275360], [6.441381, 14.070981, -26.804586], [7.276910, 16.911681, -26.276936], [7.596408, 17.108928, -28.485873], [5.888363, 16.870438, -28.248218], [6.096017, 14.423234, -28.845994], [7.841352, 14.835678, -29.242237], [6.166112, 15.491967, -32.427673], [6.006358, 14.051588, -31.440761], [7.621162, 14.803122, -31.788654], [3.842740, 18.106001, -21.148995], [4.654537, 19.127236, -20.537827], [6.027718, 18.872590, -20.584552], [6.724732, 19.962824, -19.821937], [8.118429, 19.661111, -19.550925], [8.691232, 20.563797, -18.517573], [10.212540, 20.505624, -18.517496], [10.666955, 20.696742, -19.876326], [12.089844, 20.735041, -19.967590], [3.728487, 18.411727, -22.188994], [2.849530, 18.066111, -20.701740], [4.325415, 17.129310, -21.183735], [6.356825, 18.816181, -21.622151], [6.232441, 17.907005, -20.122144], [6.229347, 20.184134, -18.876572], [6.743382, 20.931633, -20.321102], [8.719651, 19.787050, -20.352652], [8.228785, 20.286041, -17.570419], [8.355678, 21.596320, -18.614488], [10.528835, 19.512252, -18.199278], [10.623011, 21.250938, -17.836225], [12.373197, 21.721946, -19.601771], [12.383059, 20.663273, -21.014962], [12.526622, 19.882467, -19.447555], [-0.622627, 15.121021, -28.254592], [-0.187127, 15.620555, -27.027149], [-1.069579, 15.313519, -25.933934], [-0.462155, 15.758625, -24.622212], [-0.246196, 17.198903, -24.500516], [0.311005, 17.562833, -23.245397], [0.505078, 19.102822, -23.225001], [1.408845, 19.573235, -24.191653], [1.774555, 20.909319, -24.046394], [-0.788390, 14.044471, -28.295332], [0.188004, 15.283933, -28.964830], [-1.413834, 15.749233, -28.663774], [-1.327469, 14.258987, -25.836207], [-2.028965, 15.821869, -26.030261], [0.454104, 15.200753, -24.428930], [-1.116499, 15.362985, -23.845421], [-1.106075, 17.676723, -24.729419], [1.302457, 17.110951, -23.214878], [-0.236241, 17.256627, -22.353851], [1.019747, 19.373149, -22.302975], [-0.482919, 19.543029, -23.359857], [0.935595, 21.605159, -24.040292], [2.484174, 21.153332, -24.836955], [2.269462, 20.891024, -23.075395]], "forces_ev_per_a": [[-0.9289, -0.7894, 0.8932], [0.9744, 0.1278, 1.0091], [1.0644, 1.3180, -0.7191], [-3.7872, -2.9174, 1.8594], [0.5296, -0.5433, 0.0805], [1.1951, 3.9606, -3.6728], [1.4895, -1.3037, 1.0725], [-0.7455, -0.0688, -1.0783], [-0.2639, -0.0989, 0.0867], [-0.0967, -0.8021, 0.5570], [1.2757, 0.3424, -1.8561], [-2.3255, -1.5041, 0.7033], [1.1925, 2.0059, -0.0882], [0.8681, 0.0588, -1.7174], [-1.2859, -1.1321, 0.8486], [0.4525, 0.4888, 0.2116], [0.3773, 0.1820, 0.6015], [0.5600, 0.1079, 0.1913], [-0.1485, 0.4273, 0.3324], [0.3799, -0.0535, 0.0828], [0.0423, -0.7758, 0.2132], [0.2522, -0.0824, 0.4929], [-0.5717, 0.8424, -0.2074], [0.0907, 0.0677, -0.3433], [0.0541, 0.6316, -0.0906], [0.1249, -0.1895, 0.2838], [-0.8545, -0.4442, 0.2720], [0.5141, 0.0023, 0.4370], [0.1406, 0.0332, -0.1907], [-0.3171, 0.2831, -0.1738], [0.1854, -0.3765, -0.2499], [-0.0219, 0.4686, 1.1667], [-0.2860, -0.1326, 0.1407], [-0.3871, -0.7084, 0.5633], [0.9065, 2.3244, 0.1380], [-0.4111, -3.1821, -0.1862], [0.2934, 2.1553, 2.7279], [0.3127, 1.6316, -0.3355], [0.2285, -0.1225, 0.7357], [-0.3530, -0.2004, -0.7263], [-0.0363, -0.3820, -0.7129], [-0.4329, 0.3031, -0.6204], [0.4106, -0.1330, -0.6707], [0.2621, -0.2276, 0.5019], [0.0073, -0.3445, -0.3108], [-0.5080, 0.2791, 0.1150], [0.6859, 0.0147, 0.2199], [-0.2010, -0.0013, -0.3762], [-0.0224, -0.1516, -1.3399], [-0.7766, 0.0741, -0.7225], [0.1197, -0.2921, -0.2888], [-0.0880, -0.7088, -0.3852], [-0.1252, 0.1486, 0.1271], [0.2320, -0.3556, -0.1337], [0.1483, -0.2517, 0.2972], [0.8007, 1.1821, -0.5535], [-1.5322, -0.6107, 0.1724], [-0.0770, -0.1342, 0.1506], [1.0855, 1.0235, 0.1683], [0.8960, -0.0712, 1.0302], [-0.6309, -0.3988, -0.3583], [-0.3385, -0.4576, -0.7724], [-0.3239, -0.1751, 0.5199], [-0.8037, 0.2944, -0.1870], [-0.2392, -0.1695, -0.4097], [0.2386, 0.0028, 0.3410], [-0.0359, -0.1065, 0.4586], [0.2904, 0.0778, -0.3243], [0.2320, -0.1605, 0.1809], [-0.2028, -0.4970, 0.0931], [-0.7529, 0.1663, -0.5960], [-0.2217, -0.0487, -0.3778], [0.5189, -0.3198, 0.3267], [0.0551, 0.4212, -0.5970], [0.1520, -0.1147, 0.1629], [0.1049, 0.1506, -0.0402], [0.6854, -0.2192, 0.2973], [-0.2268, 0.0202, -0.0270], [0.2201, 0.2111, 0.3006], [0.5869, 0.3214, -1.6714], [-0.0572, 0.0102, 1.4374], [-0.0062, 0.5249, 0.5799], [-0.0575, -0.8433, 0.0756], [-0.4921, -1.0998, -1.4994], [1.5553, 1.8608, 0.2318], [0.5004, -0.8214, 0.9913], [-0.9580, -1.7778, -2.5744], [0.7781, 0.0956, 0.9882], [-0.4925, 0.0844, 0.4176], [0.3023, -0.0532, 0.0380], [-0.6655, -0.4608, 0.1658], [0.3955, -0.2148, -0.4194], [-0.1887, 0.2512, -0.4954], [0.4321, 0.3297, -0.2316], [-0.3869, 0.1998, 0.2265], [-0.5028, 0.1344, 0.4850], [0.1260, -0.0937, 0.2476], [-0.3034, -0.0192, -0.0148], [-0.8685, 0.0490, 0.6922], [-0.1070, 0.5080, 0.3179], [-0.0289, -0.0375, 0.0523], [-0.1240, -0.0064, 0.1060], [0.2730, 0.9885, 0.1283]], "total_charge": 2, "e_above_lowest_kj_mol": 0.0, "e_tot_ha": -3701.1442}

What is the formula in the first record?
C25H60F2N8O23S2